[1]
Molecular formula: C3H4N2O2
Method: DFT, ωB97M-V with the def2-TZVPD basis set

Geometry as XYZ:
```
11
Properties=species:S:1:pos:R:3:mulliken_charge:R:1
H 2.830 -0.341 0.489 0.235
N 1.912 -0.096 0.139 -0.639
C 1.009 -0.605 0.867 0.636
O 1.194 -1.365 1.959 -0.484
N -0.324 -0.215 0.712 -0.469
C -0.572 0.469 -0.276 0.783
C -1.028 1.129 -1.297 -0.596
O -2.327 0.657 -1.534 -0.478
H 0.324 -1.504 2.362 0.370
H -0.730 2.127 -1.599 0.319
H -2.288 -0.258 -1.823 0.323
```

Its highest occupied orbital energy is -8.8 eV. Its energy above the lowest of the compared OMol25 structures with the same formula, charge and spin is 414.90 kJ/mol. Its LUMO energy is 0.000 hartree. Its net charge is 0. The calculation puts the electronic energy at -376.60577 Eh. As for the orbital gap: 0.3219 Ha. Its SMILES is [H]/N=C(\O)N=C=CO.

---

[2]
Molecular formula: C2H2NOP
Method: DFT, ωB97M-V with the def2-TZVPD basis set

Geometry as XYZ:
```
7
Properties=species:S:1:pos:R:3:mulliken_charge:R:1
H -0.352 1.896 1.584 0.257
N -0.917 1.145 1.095 -0.502
C -0.434 0.226 0.434 -0.019
P 1.191 -0.059 -0.372 0.042
C 0.577 -0.823 -1.923 -0.027
O 0.917 -1.699 -1.086 -0.077
H -0.983 -0.686 0.268 0.326
```

Its highest occupied orbital energy is -9.3 eV. Its energy above the lowest of the compared OMol25 structures with the same formula, charge and spin is 294.75 kJ/mol. Its LUMO energy is -0.012 hartree. Its net charge is 0. The calculation puts the electronic energy at -548.61157 Eh. As for the orbital gap: 0.3304 Ha. Its SMILES is [H]/N=C\P1#CO1.

---

[3]
Molecular formula: CH2FKMgO
Method: DFT, ωB97M-V with the def2-TZVPD basis set

Geometry as XYZ:
```
7
Properties=species:S:1:pos:R:3:mulliken_charge:R:1
C -1.160 1.375 -0.009 -0.442
O 0.550 0.264 0.571 -0.728
Mg 1.115 1.667 -0.652 0.814
K -0.070 -1.790 -0.281 1.032
F -1.728 0.047 -0.321 -0.330
H -1.804 1.952 -0.690 0.360
H -1.489 1.748 0.971 0.294
```

Its highest occupied orbital energy (alpha / beta) is -11.9 / -13.6 eV. As for the multiplicity: 2. The expectation value of S² is 0.76. Its LUMO energy (alpha / beta) is -0.202 / -0.224 hartree. Its net charge is +1. The calculation puts the electronic energy at -1014.09101 Eh. As for the orbital gap (alpha / beta): 0.2357 / 0.2760 Ha.

---

[4]
Molecular formula: C10H8N3P
Method: DFT, ωB97M-V with the def2-TZVPD basis set

Geometry as XYZ:
```
22
Properties=species:S:1:pos:R:3:mulliken_charge:R:1
C 1.826 -1.107 2.128 -1.030
C 2.428 -0.904 0.926 -0.135
C 1.821 -0.391 -0.208 -0.580
C 0.532 0.088 -0.165 0.477
N -0.189 0.532 -1.271 -0.453
C -1.381 0.275 -1.526 -0.028
C -2.076 1.125 -2.432 -0.240
N -2.152 2.387 -2.436 -0.511
C -1.643 3.253 -1.601 -0.060
P -1.313 3.173 0.136 -0.086
N -1.856 1.702 0.643 -0.131
C -1.469 0.612 1.178 -0.727
C -0.099 0.019 1.070 0.823
C 0.496 -0.618 2.132 -0.353
H 2.386 -1.616 2.852 0.454
H 3.430 -1.212 1.001 0.379
H 2.377 -0.272 -1.200 0.318
H -2.002 -0.516 -1.008 0.330
H -2.927 0.683 -2.905 0.397
H -1.434 4.216 -2.059 0.385
H -2.316 0.065 1.559 0.388
H -0.179 -0.537 2.980 0.382
```

Its highest occupied orbital energy (alpha / beta) is -7.5 / -7.5 eV. Its energy above the lowest of the compared OMol25 structures with the same formula, charge and spin is 0.00 kJ/mol. Its LUMO energy (alpha / beta) is -0.026 / -0.026 hartree. Its net charge is 0. The calculation puts the electronic energy at -891.34454 Eh. As for the orbital gap (alpha / beta): 0.2480 / 0.2480 Ha. Its SMILES is c1ccc2nccncpncc2c1.